Here is 2 unconnected molecules or ions with the total composition C16H32N4O2P from OMol25. Energies are from the ωB97M-V functional and the def2-TZVPD basis.

```
55
Properties=species:S:1:pos:R:3:forces:R:3
C 0.09852 1.74437 4.64329 0.114 -0.097 -0.151
C 1.33052 1.10714 4.00233 -0.178 0.002 -0.043
N 0.93657 0.24795 2.84283 0.424 -0.014 0.455
C 2.00890 0.00204 1.95900 -0.207 0.091 0.050
N 3.16180 -0.36755 2.45098 0.543 -0.033 -0.056
N 4.16487 -0.50805 1.58987 -0.337 0.044 0.301
C 4.12567 -0.28872 0.28759 0.039 -0.053 -0.427
P 5.72915 -0.51472 -0.61604 0.400 -0.083 0.076
C 5.16227 -1.25260 -2.19049 -0.119 0.130 -0.142
C 6.00941 1.25571 -1.08075 -0.331 0.065 0.360
C 6.96884 1.96175 -0.11199 -0.114 0.062 0.003
C 2.90078 0.09134 -0.25595 -0.334 -0.056 0.342
C 1.80243 0.22096 0.56996 0.149 -0.036 -0.310
C 0.45034 0.57032 0.04770 0.161 0.137 -0.421
C -0.62109 -0.51734 0.28048 -0.286 -0.070 0.212
O -1.55693 -0.17273 1.28285 -0.158 0.160 -0.187
C -1.38597 -0.85197 -1.03405 -0.207 -0.090 0.320
N -2.58941 -0.10173 -1.29742 0.250 -0.052 -0.107
H 0.30478 2.77842 4.90636 -0.021 0.033 0.120
H -0.21643 1.21682 5.53931 -0.064 -0.044 0.021
H -0.72486 1.74030 3.93149 -0.080 0.072 0.024
H 1.89535 0.52590 4.72949 0.118 0.050 0.038
H 1.99163 1.88215 3.61882 0.036 0.007 -0.089
H 0.62942 -0.64636 3.21819 -0.344 0.011 -0.155
H 5.04268 -0.81211 1.99936 -0.008 -0.027 0.145
H 5.76893 -0.79971 -2.97419 0.064 -0.090 -0.050
H 4.12049 -1.06883 -2.44564 -0.034 -0.008 0.010
H 5.35135 -2.32163 -2.19195 -0.051 -0.081 0.036
H 5.04462 1.76572 -1.07582 0.016 0.099 -0.250
H 6.36573 1.26685 -2.10800 0.151 -0.069 -0.029
H 7.63416 2.63239 -0.64863 0.071 0.020 0.001
H 7.57104 1.25246 0.45295 0.147 -0.011 -0.070
H 6.42252 2.56716 0.60971 -0.032 -0.009 0.041
H 2.81892 0.27232 -1.31749 -0.016 0.032 -0.045
H 0.14718 1.53414 0.46177 -0.129 -0.049 0.152
H 0.55105 0.72146 -1.02726 0.016 0.093 -0.029
H -0.14024 -1.44511 0.61505 0.304 -0.018 -0.161
H -1.20443 0.54231 1.82100 0.127 -0.179 0.108
H -0.69643 -0.74464 -1.87474 0.101 -0.090 -0.016
H -1.66344 -1.90394 -0.97609 -0.019 -0.041 -0.106
H -2.47321 0.88636 -1.11977 -0.063 0.063 -0.027
H -3.35909 -0.43368 -0.73277 -0.141 0.132 -0.015
C -7.72484 -0.53870 -2.50488 0.034 -0.001 -0.045
C -7.32537 -2.00928 -2.40028 -0.024 0.006 0.047
C -5.84856 -1.90003 -2.04624 0.018 0.018 -0.068
O -5.70810 -0.69664 -1.28683 0.029 -0.009 0.091
C -6.90381 0.08271 -1.38354 -0.032 -0.023 0.034
H -8.79295 -0.36527 -2.38759 -0.008 -0.013 0.011
H -7.41638 -0.13272 -3.47030 0.001 0.005 0.004
H -7.87541 -2.49270 -1.59046 0.005 -0.002 0.001
H -7.49655 -2.57564 -3.31392 0.002 0.010 -0.015
H -5.22701 -1.82355 -2.94467 -0.008 -0.015 -0.003
H -5.49060 -2.73900 -1.44759 0.011 0.012 0.021
H -7.43601 0.03488 -0.42781 -0.019 0.010 -0.013
H -6.63279 1.12100 -1.57724 0.030 0.000 0.008
```
Positions in Å, forces in eV/Å.

Charge: +1
Energy relative to the best compared isomer or geometry (same formula, charge and spin): 0.0 kJ/mol
E_tot: -1339.42305 hartree

=====

Here is a molecular structure, C11H26O4PPtS2Sb from OMol25. Energies are from the ωB97M-V functional and the def2-TZVPD basis.

```
46
Properties=species:S:1:pos:R:3:forces:R:3
Pt 0.32495 0.75350 1.11433 0.524 0.204 -0.364
C 5.69830 -1.77329 1.56539 -0.023 0.030 -0.023
C 4.69995 -1.90609 2.69905 -0.162 0.093 0.027
O 4.20620 -0.62343 3.07074 0.131 -0.459 -0.334
P 2.59627 -0.22910 2.84089 0.385 0.467 0.569
S 2.17449 -0.69026 0.85297 -0.675 0.533 0.221
S -0.42921 0.14071 3.06498 -0.055 -0.486 -0.077
O 2.93783 1.37346 2.72766 -0.084 0.110 0.032
C 2.68159 2.24301 3.82602 -0.065 -0.131 -0.027
C 1.86112 3.43079 3.36956 0.091 0.044 -0.061
H 6.13445 -2.74682 1.31846 -0.031 0.063 0.008
H 6.49768 -1.08931 1.85541 0.007 -0.025 -0.025
H 5.20295 -1.36803 0.68198 0.040 -0.018 0.007
H 5.17822 -2.34907 3.57611 -0.014 -0.028 0.048
H 3.87859 -2.56526 2.39444 0.006 -0.002 0.045
H 3.64691 2.57740 4.20877 0.111 -0.003 0.108
H 2.16719 1.69989 4.62643 -0.040 0.003 -0.018
H 2.37751 3.94940 2.55717 -0.034 -0.002 0.083
H 1.70449 4.12567 4.20200 0.031 -0.040 -0.085
H 0.89574 3.09931 2.99726 -0.124 -0.032 -0.011
C -4.00655 1.45575 -2.42009 -0.020 -0.146 0.116
C -3.97070 0.11880 -1.66693 -0.021 0.175 -0.142
Sb -2.46157 0.13231 -0.10336 -0.010 -0.142 0.143
C -3.02668 -1.76977 0.77807 -0.150 -0.021 -0.047
C -4.44676 -2.28940 0.52945 0.182 0.008 0.044
C -3.53280 1.43091 1.24687 -0.222 -0.004 -0.048
C -5.05636 1.29802 1.31708 0.179 0.063 0.010
H -4.76976 1.45923 -3.20428 0.013 0.014 0.007
H -3.04394 1.67102 -2.89218 -0.043 -0.012 0.046
H -4.22468 2.28828 -1.74229 0.028 -0.078 -0.049
H -3.71466 -0.70372 -2.34274 -0.054 0.068 0.022
H -4.94217 -0.11013 -1.21973 0.070 0.017 -0.066
H -2.82227 -1.65313 1.84609 0.007 -0.032 -0.048
H -2.29500 -2.48690 0.39929 0.008 -0.006 0.067
H -5.20624 -1.61163 0.92195 0.023 -0.025 -0.040
H -4.59608 -3.26122 1.01239 -0.008 0.027 -0.024
H -4.64550 -2.42133 -0.53723 0.000 0.006 0.046
H -3.23565 2.43627 0.94255 -0.016 -0.065 0.078
H -3.07311 1.24720 2.22178 -0.010 0.051 -0.038
H -5.52230 1.42288 0.33506 0.014 -0.016 0.061
H -5.48076 2.06341 1.97574 0.000 -0.027 -0.023
H -5.36310 0.32767 1.71121 0.005 0.034 -0.017
O 1.02122 2.11959 -0.39840 -0.702 -0.123 -0.263
C 0.02432 2.91047 -0.49208 0.048 -0.179 0.304
O -1.00234 2.86623 0.21500 0.550 -0.035 -0.175
H 0.09471 3.68220 -1.27153 0.111 0.124 -0.086
```
Positions in Å, forces in eV/Å.

Charge: -1
Multiplicity: 2
Energy relative to the best compared isomer or geometry (same formula, charge and spin): 0.0 kJ/mol
E_tot: -2233.05108 hartree

=====

Here is 2 unconnected molecules or ions with the total composition C11H19Br2N2O from OMol25. Energies are from the ωB97M-V functional and the def2-TZVPD basis.

```
35
Properties=species:S:1:pos:R:3:forces:R:3
C 1.36326 2.26229 0.16470 -0.094 0.016 0.149
C 0.59159 0.93139 0.16118 0.194 0.216 0.221
Br -0.87912 0.93193 -1.10963 -0.054 -0.029 -0.147
C 1.49581 -0.29005 -0.01664 0.089 0.019 0.069
Br 0.58955 -1.86049 0.73360 0.027 0.016 -0.030
C 1.91982 -0.64193 -1.43498 -0.013 -0.162 -0.302
C 2.65656 -1.98003 -1.61057 0.366 0.094 0.210
N 3.04257 -1.86334 -3.03966 -0.099 0.125 -0.071
C 3.20680 -0.64011 -3.36687 -0.066 -0.058 -0.125
C 2.92558 0.25939 -2.19326 0.080 0.153 0.120
O 2.41639 1.50630 -2.52406 -0.033 -0.073 -0.335
H 0.88592 2.99948 -0.47737 0.096 -0.062 -0.010
H 2.39990 2.14092 -0.15186 -0.100 0.034 -0.013
H 1.36207 2.66484 1.17942 0.024 -0.043 -0.065
H 0.09722 0.82588 1.12451 -0.028 -0.015 -0.112
H 2.36207 -0.14079 0.63293 -0.010 -0.061 -0.069
H 1.03916 -0.68770 -2.08833 -0.132 0.045 0.313
H 3.60039 -1.96667 -1.05011 -0.166 -0.176 0.120
H 2.11489 -2.88848 -1.37118 -0.134 0.076 -0.290
H 3.12973 -2.64207 -3.68468 0.140 -0.031 0.088
H 3.47630 -0.32349 -4.37058 0.027 -0.101 0.054
H 3.87258 0.30624 -1.61811 -0.095 0.114 0.008
H 3.05686 2.04046 -3.01512 -0.047 -0.040 0.196
C -4.95502 -0.10594 3.35751 0.002 -0.002 -0.020
C -4.43565 -0.48840 1.97818 -0.044 -0.004 0.040
C -2.91125 -0.36255 1.85954 -0.180 0.003 -0.003
C -2.46078 1.01112 2.09033 0.185 0.134 0.095
N -2.09358 2.08404 2.28324 -0.002 -0.206 -0.098
H -4.73593 0.93755 3.58693 0.014 0.002 0.005
H -6.03465 -0.23875 3.41181 -0.001 0.000 0.006
H -4.50194 -0.72513 4.13402 0.000 -0.001 0.002
H -4.90329 0.13688 1.21563 0.007 -0.006 -0.014
H -4.70421 -1.52136 1.75114 0.024 -0.004 -0.022
H -2.57134 -0.66475 0.86700 0.013 0.010 0.024
H -2.41827 -1.00668 2.59135 0.008 0.018 0.005
```
Positions in Å, forces in eV/Å.

Charge: +1
E_tot: -5763.05284 hartree

=====

Here is a molecular structure, C39H44Cl2N4O7SW at a distorted geometry from OMol25. Energies are from the ωB97M-V functional and the def2-TZVPD basis.

```
98
Properties=species:S:1:pos:R:3:forces:R:3
W -0.13162 -0.74819 0.10128 1.040 0.096 0.169
O -0.43061 3.39776 0.45985 -0.552 0.253 -0.411
S -1.17568 2.23458 0.84888 0.786 -0.210 1.513
O -0.67708 1.45674 1.97158 -0.931 1.199 -0.040
N -1.19460 1.08201 -0.30989 -0.533 0.297 -0.269
C -1.91613 1.16500 -1.50296 0.071 0.775 0.515
C -2.55053 2.29432 -2.01263 0.639 -0.706 0.596
C -3.24893 2.22449 -3.21223 -0.273 -0.578 -0.671
C -3.29688 1.05721 -3.94151 -0.104 0.573 -0.025
C -2.62465 -0.09274 -3.49103 0.129 -0.293 0.296
C -2.54165 -1.28983 -4.23546 0.663 -0.469 0.880
C -1.77693 -2.33511 -3.72952 -0.956 0.637 -1.093
C -1.17807 -2.22911 -2.49677 0.270 1.705 2.222
N -1.27450 -1.11833 -1.69370 -1.083 -1.326 -2.729
C -1.95848 -0.03952 -2.23946 0.079 -0.837 0.147
C -2.79107 2.89978 1.32611 0.311 -0.355 -0.340
C -3.51291 2.31073 2.34638 -0.008 -0.056 0.096
C -4.71289 2.87149 2.75757 0.061 -0.002 -0.013
C -5.17160 4.03724 2.16782 0.025 -0.010 -0.072
C -4.41561 4.65574 1.18398 0.014 0.019 -0.061
C -3.22193 4.09036 0.76652 0.000 0.086 -0.149
H -2.47233 3.22754 -1.48888 0.017 0.146 0.065
H -3.75275 3.10669 -3.57790 -0.021 0.067 -0.064
H -3.81238 1.02107 -4.88855 -0.088 -0.002 -0.099
H -3.04303 -1.37515 -5.18498 -0.044 0.020 -0.183
H -1.63966 -3.24310 -4.29542 -0.024 -0.079 -0.041
H -0.58628 -3.04924 -2.10529 -0.092 0.170 -0.053
H -3.11757 1.43842 2.83315 0.026 -0.123 0.069
H -5.28393 2.40365 3.54415 -0.028 -0.067 0.108
H -6.10949 4.47220 2.47904 -0.066 0.041 0.058
H -4.75413 5.58263 0.74417 0.002 0.056 -0.031
H -2.60257 4.57740 0.02969 0.024 0.131 -0.019
O -0.17826 -2.75581 0.25057 2.329 -2.694 -0.593
C 0.55967 -3.75650 -0.20142 -2.129 1.783 1.425
C 1.78068 -3.57247 -0.86398 1.161 0.839 -0.771
C 2.64781 -4.64013 -1.17030 0.078 0.373 -0.033
C 3.88744 -4.38928 -1.73791 -1.132 1.051 0.512
C 4.31748 -3.07824 -1.97532 -0.356 0.168 0.015
C 3.46410 -2.01963 -1.72546 0.334 -0.068 -0.097
C 2.18092 -2.23411 -1.22015 -1.171 -0.212 0.300
O 1.31201 -1.23698 -1.09010 1.587 -1.099 -1.297
N 4.74695 -5.47718 -2.06157 0.921 -1.280 -0.223
O 5.86231 -5.22406 -2.49936 -0.490 -0.080 0.158
O 4.32531 -6.61403 -1.88051 0.194 0.458 -0.103
H 0.23032 -4.76480 0.04996 -0.253 0.151 -0.104
H 2.35901 -5.65369 -0.94216 -0.023 -0.122 -0.031
H 5.30678 -2.91044 -2.36741 0.069 -0.001 -0.054
H 3.77531 -1.00224 -1.92086 0.031 0.046 0.067
C -3.84607 -0.90487 1.21284 0.536 -0.052 0.160
C -2.61060 -1.49617 1.92459 -0.814 -0.537 0.216
C -2.67112 -3.02935 1.77745 0.201 0.418 -0.025
C -2.52319 -1.10945 3.41417 0.258 0.046 -0.489
O -1.46899 -0.99350 1.28772 -1.254 -0.249 0.801
H -4.75624 -1.36021 1.59655 -0.097 -0.011 0.027
H -3.75429 -1.12165 0.14884 -0.103 -0.060 -0.092
H -3.90433 0.17368 1.32928 -0.033 -0.040 -0.004
H -3.53606 -3.42260 2.30556 -0.118 0.020 0.085
H -1.77164 -3.48567 2.18331 0.060 -0.044 0.050
H -2.74705 -3.29600 0.72525 -0.022 -0.068 -0.073
H -3.50024 -1.12405 3.89300 -0.075 -0.045 0.001
H -2.07975 -0.11679 3.48970 -0.064 0.000 0.079
H -1.85750 -1.79786 3.93558 -0.016 -0.028 0.040
C 1.69373 3.25025 -2.30145 0.017 0.005 0.117
C 1.97653 2.85003 -0.88292 0.197 -0.200 0.015
C 2.57394 3.73564 -0.00130 -0.043 -0.190 -0.013
C 2.81127 3.35307 1.30984 -0.020 -0.129 -0.039
C 3.43339 4.30286 2.29231 -0.021 -0.083 -0.024
C 2.46614 2.07929 1.73392 -0.222 -0.173 -0.029
C 1.85219 1.14692 0.88237 0.588 0.431 -0.687
C 1.63882 1.57456 -0.44821 0.283 -0.268 0.047
N 1.44361 -0.14043 1.23858 -0.574 -0.101 0.375
C 2.09094 -0.78083 2.40659 0.039 -0.624 -0.145
C 1.65699 -2.25704 2.40482 -0.050 0.344 0.111
C 1.61581 -0.16116 3.74259 -0.047 0.058 -0.266
C 3.62508 -0.76956 2.23179 -0.360 0.093 0.030
H 2.03862 4.26408 -2.48900 -0.004 0.082 -0.058
H 0.62183 3.20461 -2.48953 -0.113 0.021 -0.116
H 2.18552 2.57832 -3.00488 -0.012 0.030 -0.055
H 2.83346 4.73122 -0.32813 0.053 0.153 -0.068
H 3.63346 5.26531 1.83092 0.052 0.115 -0.012
H 4.36967 3.89478 2.67130 0.089 0.048 0.067
H 2.76962 4.45875 3.14078 -0.028 0.050 0.097
H 2.63891 1.83814 2.76769 0.011 -0.058 0.122
H 1.18997 0.90019 -1.18676 0.446 0.458 0.255
H 0.56026 -2.30760 2.39510 0.340 -0.164 0.112
H 2.03034 -2.75574 3.30017 0.025 0.044 0.023
H 2.07013 -2.77638 1.53750 -0.109 0.031 0.079
H 0.75972 0.48139 3.54445 0.005 0.064 0.116
H 2.39644 0.41999 4.22419 0.079 0.113 0.099
H 1.30532 -0.93508 4.44020 0.003 -0.101 0.086
H 3.86329 -1.07366 1.21217 0.057 -0.059 -0.051
H 4.08702 -1.47597 2.91748 0.047 -0.052 0.139
H 4.05609 0.21244 2.39920 0.068 0.049 0.008
Cl 1.56811 -2.10817 -5.09261 0.104 -0.121 -0.079
C 1.97019 -0.48265 -4.53290 -0.151 0.174 0.169
Cl 0.60305 0.21866 -3.63360 0.456 0.214 -0.746
H 2.17441 0.15005 -5.39540 -0.011 -0.146 0.164
H 2.82179 -0.55892 -3.85912 -0.157 0.070 -0.163
```
Positions in Å, forces in eV/Å.

Charge: 0
E_tot: -3643.83740 hartree